[1]
C20H20BeBrF5O3S | ωB97M-V/def2-TZVPD

Its gap between HOMO and LUMO is 8.079 eV. The calculation puts the HOMO energy at -8.600 eV.

Cartesian coordinates (Å):
Be1 -1.9739 0.8379 -1.6525
C1 3.1879 -1.3753 3.3065
C2 2.5772 0.0330 3.3146
C3 1.7785 0.2039 4.6060
C4 3.7041 1.0751 3.3004
C5 1.7021 0.2136 2.0748
C6 0.3516 0.5065 2.1458
C7 -0.3631 0.6464 0.9687
Br1 -2.2194 1.0700 1.0615
C8 0.1925 0.5175 -0.2974
O1 -0.5601 0.6678 -1.3930
C9 1.5685 0.2275 -0.3859
C10 2.2676 0.0837 0.8034
C11 2.2557 0.0712 -1.7480
C12 1.6122 -1.0817 -2.5341
C13 2.1504 1.3812 -2.5442
C14 3.7431 -0.2531 -1.5901
H1 3.8114 -1.5201 4.1913
H2 3.8119 -1.5386 2.4271
H3 2.4046 -2.1354 3.3097
H4 2.4411 0.0660 5.4619
H5 0.9765 -0.5328 4.6845
H6 1.3425 1.2019 4.6819
H7 4.3355 0.9592 4.1838
H8 3.2941 2.0867 3.3010
H9 4.3381 0.9692 2.4192
H10 -0.1592 0.6257 3.0895
H11 3.3226 -0.1425 0.7454
H12 0.5628 -0.8936 -2.7463
H13 1.6932 -2.0161 -1.9743
H14 2.1320 -1.2112 -3.4856
H15 1.1190 1.6386 -2.7670
H16 2.6879 1.2777 -3.4893
H17 2.6028 2.2036 -1.9855
H18 3.9025 -1.1932 -1.0581
H19 4.2808 0.5408 -1.0675
H20 4.1859 -0.3560 -2.5816
F1 -7.1506 -2.9160 -1.4221
C15 -6.4819 -1.7777 -1.5469
C16 -5.1039 -1.7670 -1.3990
F2 -4.4471 -2.8893 -1.1397
C17 -4.4402 -0.5673 -1.5140
F3 -3.0861 -0.6142 -1.3160
C18 -5.0696 0.6305 -1.7927
S1 -4.2027 2.1327 -2.0905
C19 -6.4475 0.5820 -1.9472
F4 -7.1219 1.6953 -2.2303
C20 -7.1546 -0.5999 -1.8140
F5 -8.4762 -0.6098 -1.9512
O2 -2.8281 1.4547 -2.8250
O3 -3.0499 0.3909 -3.7881

These are the natural (NBO) partial charges, in e, on atoms 1 to 5: atom 1 (Be): 1.697, atom 2 (C): -0.595, atom 3 (C): -0.076, atom 4 (C): -0.606, atom 5 (C): -0.595

[2]
C20H20Cl2MnN4O8 | ωB97M-V/def2-TZVPD

Its expectation value of S² is 8.7525. Its gap between HOMO and LUMO (spin up / spin down) is 8.953 / 8.796 eV. The calculation puts the HOMO energy (spin up / spin down) at -9.247 / -9.351 eV. The spin multiplicity is 6.

Cartesian coordinates (Å):
Mn1 -17.7705 15.4198 1.4782
Cl1 -17.1775 13.3862 -1.6354
O1 -17.5816 14.1883 -2.7357
O2 -17.5147 14.1259 -0.4358
O3 -17.9758 12.2185 -1.6402
O4 -15.7884 13.1317 -1.7563
Cl2 -17.7250 18.0363 4.1572
O5 -18.7292 18.9175 3.6940
O6 -17.9711 17.9212 5.5585
O7 -17.8966 16.8127 3.4899
O8 -16.4102 18.4671 3.8961
N1 -19.9941 15.7019 1.1147
C1 -20.6627 15.3667 -0.0520
C2 -22.0692 15.4791 -0.1898
C3 -22.8730 15.8848 0.9152
C4 -22.2423 16.1807 2.0518
C5 -20.8632 16.1360 2.1327
H1 -20.0603 14.9839 -0.8625
H2 -22.4896 15.1429 -1.1260
H3 -23.9478 15.9589 0.8405
H4 -22.8260 16.4389 2.9229
H5 -20.4713 16.3215 3.1218
N2 -17.9660 13.7276 2.8035
C6 -18.3900 13.8229 4.0938
C7 -18.0885 12.8333 5.0151
C8 -17.6208 11.5868 4.5827
C9 -17.1999 11.4471 3.2873
C10 -17.4002 12.5517 2.4563
H6 -18.8079 14.7402 4.4817
H7 -18.3740 12.9415 6.0510
H8 -17.4380 10.7530 5.2443
H9 -16.4644 10.6999 3.0280
H10 -16.9730 12.3144 1.4932
N3 -15.6090 15.2056 1.6660
C11 -14.6131 15.3722 0.6834
C12 -13.2473 15.0540 0.8000
C13 -12.8177 14.4530 2.0113
C14 -13.7295 14.2560 3.0054
C15 -15.0233 14.7019 2.8449
H11 -14.9604 15.7557 -0.2647
H12 -12.5186 15.0765 0.0031
H13 -11.8026 14.0904 2.0771
H14 -13.4017 13.7348 3.8927
H15 -15.5964 14.5499 3.7476
N4 -17.4367 17.2602 0.1211
C16 -16.6544 18.2999 0.4342
C17 -16.2687 19.2477 -0.5062
C18 -16.6537 19.2297 -1.8491
C19 -17.6089 18.1880 -2.1159
C20 -18.0127 17.2794 -1.1244
H16 -16.1759 18.2873 1.4023
H17 -15.5236 19.9876 -0.2539
H18 -16.0337 19.8038 -2.5216
H19 -17.9454 18.1144 -3.1395
H20 -18.6652 16.4926 -1.4731

These are the natural (NBO) partial charges, in e, on atoms 1 to 5: atom 1 (Mn): 1.517, atom 2 (Cl): 2.611, atom 3 (O): -0.879, atom 4 (O): -0.962, atom 5 (O): -0.846

[3]
C20H20ClHgN4O3S2 | ωB97M-V/def2-TZVPD

Its expectation value of S² is 0.7538. Its gap between HOMO and LUMO (spin up / spin down) is 7.385 / 7.097 eV. The calculation puts the HOMO energy (spin up / spin down) at -7.078 / -8.080 eV. The spin multiplicity is 2.

Cartesian coordinates (Å):
Hg1 0.0714 0.6330 0.6203
C1 -1.6015 -3.1606 1.8364
C2 -1.1272 -2.3170 2.9739
N1 -0.8812 -1.0441 2.8930
C3 -0.5156 -0.5192 4.1169
C4 -0.4819 -1.4215 5.1307
S1 -0.9168 -2.9673 4.5558
C5 -0.2096 0.9160 4.2252
C6 0.1786 1.5856 5.3431
S2 0.3944 3.2428 4.9872
C7 -0.0474 2.9514 3.3496
N2 -0.3322 1.7091 3.1096
C8 -0.1011 4.0283 2.3153
H1 -1.3320 -2.6859 0.8951
H2 -2.6889 -3.2513 1.8678
H3 -1.1753 -4.1621 1.8777
H4 -0.2344 -1.2634 6.1676
H5 0.3324 1.2040 6.3390
H6 -0.1605 5.0156 2.7689
H7 -0.9669 3.8664 1.6734
H8 0.7851 3.9854 1.6790
N3 3.9979 2.1778 -1.7665
C9 3.1028 1.9201 -2.7792
C10 1.8867 1.8321 -2.1765
N4 2.0227 2.0300 -0.8196
C11 3.2979 2.2324 -0.6079
H9 4.9879 2.3075 -1.8702
H10 3.4068 1.8202 -3.8061
H11 0.9194 1.6590 -2.6205
H12 3.7568 2.4254 0.3483
C12 1.1844 -2.4810 -1.3974
C13 0.3501 -1.9945 -2.5550
C14 0.7923 -2.1931 -3.8551
C15 0.0454 -1.7508 -4.9328
Cl1 0.6420 -2.0102 -6.5518
C16 -1.1532 -1.0945 -4.7381
C17 -1.6067 -0.8713 -3.4451
C18 -0.8625 -1.3254 -2.3626
O1 -1.2570 -1.1514 -1.0617
C19 -2.5349 -0.5537 -0.8100
C20 -2.5615 0.9568 -1.1333
O2 -3.4267 1.3460 -1.9109
O3 -1.6687 1.6732 -0.5568
H13 2.0698 -1.8524 -1.2739
H14 1.5236 -3.5028 -1.5721
H15 0.6291 -2.4571 -0.4632
H16 1.7350 -2.6980 -4.0272
H17 -1.7320 -0.7496 -5.5835
H18 -2.5229 -0.3162 -3.2924
H19 -2.6864 -0.6731 0.2643
H20 -3.3273 -1.0508 -1.3688

These are the natural (NBO) partial charges, in e, on atoms 1 to 5: atom 1 (Hg): 0.825, atom 2 (C): -0.667, atom 3 (C): 0.076, atom 4 (N): -0.452, atom 5 (C): 0.063

[4]
C20H20ClNO6 | ωB97M-V/def2-TZVPD

Its gap between HOMO and LUMO is 8.108 eV. The calculation puts the HOMO energy at -8.276 eV. As for the SMILES: COc1cc(/C=C/C(=O)OCC(=O)Nc2ccccc2Cl)cc(OC)c1OC.

Cartesian coordinates (Å):
C1 -2.3613 5.1716 0.2742
O1 -2.0101 3.8112 0.1430
C2 -0.9240 3.4049 -0.5657
C3 -0.8605 2.0243 -0.7302
C4 0.1792 1.4179 -1.4224
C5 0.2647 -0.0089 -1.6248
C6 -0.6027 -0.9442 -1.2077
C7 -0.3615 -2.3548 -1.4963
O2 0.5699 -2.8154 -2.1092
O3 -1.3496 -3.1223 -0.9614
C8 -1.2400 -4.5260 -1.1082
C9 -0.8956 -5.2467 0.2002
O4 -0.8527 -6.4540 0.2521
N1 -0.6585 -4.3921 1.2234
C10 -0.2872 -4.6630 2.5348
C11 -0.1442 -5.9540 3.0357
C12 0.2268 -6.1552 4.3524
C13 0.4607 -5.0793 5.1914
C14 0.3250 -3.7880 4.7094
C15 -0.0445 -3.5857 3.3938
Cl1 -0.2047 -1.9572 2.7964
C16 1.1906 2.2298 -1.9449
C17 1.1628 3.6022 -1.7799
O5 2.1528 4.4313 -2.2309
C18 3.2443 3.8702 -2.9191
C19 0.0890 4.2201 -1.1009
O6 0.0180 5.5726 -0.8923
C20 0.4132 6.4592 -1.9207
H1 -1.5994 5.7386 0.8112
H2 -3.2872 5.1649 0.8498
H3 -2.5448 5.6367 -0.6973
H4 -1.6628 1.4469 -0.3035
H5 1.1285 -0.3603 -2.1771
H6 -1.4979 -0.7223 -0.6503
H7 -2.1970 -4.9075 -1.4745
H8 -0.4577 -4.7602 -1.8415
H9 -0.7633 -3.4023 1.0176
H10 -0.3264 -6.7871 2.3774
H11 0.3328 -7.1628 4.7236
H12 0.7493 -5.2378 6.2187
H13 0.5058 -2.9389 5.3500
H14 2.0076 1.7608 -2.4676
H15 2.9267 3.3648 -3.8365
H16 3.8868 4.7111 -3.1764
H17 3.8013 3.1707 -2.2886
H18 1.4902 6.6332 -1.9103
H19 0.1166 6.0890 -2.9047
H20 -0.1087 7.3941 -1.7120

These are the natural (NBO) partial charges, in e, on atoms 1 to 5: atom 1 (C): -0.238, atom 2 (O): -0.495, atom 3 (C): 0.288, atom 4 (C): -0.225, atom 5 (C): -0.098

[5]
C20H20F5N3O4ReS3Se3 | ωB97M-V/def2-TZVPD

Its expectation value of S² is 0.7558. Its gap between HOMO and LUMO (spin up / spin down) is 6.088 / 5.506 eV. The calculation puts the HOMO energy (spin up / spin down) at -7.070 / -7.070 eV. The spin multiplicity is 2.

Cartesian coordinates (Å):
Re1 0.1262 -1.0212 1.5561
C1 3.5121 -0.1179 3.0587
Se1 2.7142 -1.2940 1.7290
C2 3.7465 -0.7233 0.1562
C3 3.5084 0.6468 -0.4472
Se2 1.7761 0.7996 -1.3435
C4 1.8227 2.7299 -1.5351
H1 4.3273 -0.6768 3.5095
H2 2.7482 0.1069 3.7967
H3 3.8868 0.7924 2.5984
H4 3.5797 -1.5145 -0.5738
H5 4.7744 -0.8152 0.5113
H6 4.2946 0.8135 -1.1853
H7 3.5991 1.4390 0.2988
H8 2.7296 3.0338 -2.0533
H9 1.7542 3.2038 -0.5589
H10 0.9489 2.9950 -2.1251
O1 -1.2827 -0.7480 0.1432
N1 -1.6168 -1.7155 -0.7330
C5 -2.8263 -1.6390 -1.3166
C6 -3.1544 -2.5348 -2.2993
C7 -2.2067 -3.4767 -2.6961
C8 -0.9678 -3.5101 -2.0927
C9 -0.6766 -2.6013 -1.0789
S1 0.8011 -2.5166 -0.1998
H11 -3.4667 -0.8445 -0.9681
H12 -4.1279 -2.4740 -2.7605
H13 -2.4398 -4.1831 -3.4811
H14 -0.2147 -4.2290 -2.3795
F1 -4.1403 5.6511 -2.2753
C10 -4.0071 4.3732 -1.8013
C11 -4.8714 3.3614 -2.4802
F2 -6.1515 3.5749 -2.6963
C12 -4.2217 2.2116 -2.6806
F3 -4.7505 1.0647 -3.1204
C13 -2.8321 2.3416 -2.3011
Se3 -1.5531 1.1769 -2.6991
C14 -2.7014 3.6389 -1.6152
F4 -1.4595 4.2132 -1.7132
C15 -3.5603 4.0826 -0.4376
F5 -4.3676 3.0621 0.1754
O2 -1.1544 -1.7943 5.2015
S2 -0.7101 -1.6621 3.8643
O3 -1.5911 -0.8984 2.8947
O4 0.5898 -0.8718 3.6382
S3 -0.2494 -3.2214 2.6907
N2 -2.3054 1.3867 1.3456
C16 -1.1159 1.9197 1.6165
C17 -1.0729 3.3197 1.8802
C18 0.1016 3.9348 2.1563
C19 1.2824 3.1672 2.1628
C20 1.1773 1.8429 1.8873
N3 0.0192 1.1731 1.6280
H15 -3.0579 2.0240 1.1230
H16 -2.3828 0.4188 1.0995
H17 -2.0026 3.8671 1.8199
H18 0.1266 4.9986 2.3509
H19 2.2522 3.6076 2.3457
H20 2.0579 1.2389 1.8202

These are the natural (NBO) partial charges, in e, on atoms 1 to 5: atom 1 (Re): 0.957, atom 2 (C): -0.788, atom 3 (Se): 0.591, atom 4 (C): -0.558, atom 5 (C): -0.603